{
  "formula": "C13H21F5OP2STi",
  "method": "the ωB97M-V functional and the def2-TZVPD basis",
  "symbols": ["Ti", "H", "H", "P", "P", "C", "H", "H", "H", "C", "H", "H", "H", "C", "H", "H", "H", "C", "H", "H", "H", "C", "H", "H", "H", "C", "H", "H", "H", "C", "O", "H", "F", "C", "C", "F", "C", "F", "C", "S", "C", "F", "C", "F"],
  "coordinates": [[-0.130, 0.052, -0.316], [1.402, -3.974, -2.917], [0.788, -4.313, -2.653], [1.320, 0.965, -2.097], [-2.381, -0.876, -0.701], [-3.606, 0.017, 0.322], [-4.556, -0.534, 0.300], [-3.255, 0.092, 1.359], [-3.758, 1.027, -0.080], [-3.313, -1.113, -2.248], [-2.734, -1.725, -2.949], [-4.258, -1.626, -2.021], [-3.526, -0.142, -2.709], [-2.465, -2.554, 0.022], [-2.115, -2.531, 1.063], [-3.506, -2.904, -0.005], [-1.831, -3.237, -0.562], [1.138, 1.311, -3.865], [2.105, 1.678, -4.230], [0.873, 0.400, -4.408], [0.373, 2.077, -4.017], [1.962, 2.569, -1.507], [2.374, 2.470, -0.491], [2.765, 2.864, -2.200], [1.162, 3.324, -1.524], [2.877, 0.005, -2.151], [2.683, -1.011, -2.523], [3.554, 0.521, -2.850], [3.348, -0.040, -1.160], [-0.794, 1.657, 0.618], [-1.216, 2.592, 1.177], [-0.533, 0.627, -1.841], [1.259, 0.629, 6.664], [1.256, 0.446, 5.329], [0.207, -0.264, 4.738], [-0.827, -0.717, 5.481], [0.256, -0.522, 3.374], [-0.843, -1.063, 2.761], [1.370, -0.170, 2.597], [1.598, -0.820, 0.989], [2.304, 0.708, 3.180], [3.183, 1.349, 2.376], [2.272, 0.993, 4.543], [3.216, 1.762, 5.131]],
  "forces_ev_per_angstrom": [[2.89, -3.24, -1.20], [-0.18, -0.09, 0.08], [0.17, 0.11, -0.07], [2.53, -0.11, -0.49], [-1.85, -1.06, 0.18], [0.29, 0.44, 0.16], [0.26, 0.14, -0.03], [-0.16, -0.04, -0.16], [-0.12, -0.20, 0.13], [0.40, 0.26, -0.38], [-0.16, 0.13, 0.09], [0.31, 0.17, 0.04], [0.02, -0.22, 0.02], [0.44, -0.06, 0.17], [-0.07, -0.11, -0.27], [0.28, 0.12, -0.03], [-0.20, 0.08, 0.22], [-0.89, -0.16, -0.02], [-0.21, -0.08, 0.17], [-0.01, 0.18, -0.01], [0.05, -0.12, -0.16], [-0.69, 0.23, 0.75], [-0.10, 0.11, -0.30], [-0.30, -0.15, 0.17], [0.38, -0.05, 0.03], [0.05, -0.37, 0.15], [0.19, 0.22, 0.11], [-0.24, -0.21, 0.18], [-0.21, -0.05, -0.30], [-3.94, 8.65, 5.09], [2.28, -5.05, -3.01], [-0.70, 0.38, -0.44], [-0.03, -0.08, -1.62], [-0.16, 0.02, 1.20], [-0.62, -0.45, 0.39], [1.02, 0.57, -0.75], [-0.20, 0.00, 0.03], [0.86, 0.06, 0.37], [-0.98, 0.77, 0.76], [0.09, 0.12, -1.16], [0.15, 0.34, -0.38], [-0.33, -0.77, 0.67], [0.73, 0.39, 0.47], [-1.03, -0.80, -0.82]],
  "lowdin_charge": [0.35, 0.01, 0.01, 0.73, 0.74, -0.23, 0.08, 0.06, 0.06, -0.23, 0.06, 0.07, 0.06, -0.23, 0.05, 0.08, 0.06, -0.22, 0.08, 0.07, 0.07, -0.20, 0.06, 0.09, 0.07, -0.24, 0.06, 0.07, 0.04, -0.02, 0.25, -0.02, 0.16, -0.08, -0.11, 0.14, -0.21, 0.04, -0.51, 0.74, -0.20, 0.09, -0.10, 0.15],
  "relative_energy_ev": 0.0000,
  "spin_multiplicity": 1,
  "charge": 2,
  "e_homo_ev": [-15.0, -15.0]
}


{
  "formula": "C4H7NO2",
  "method": "the ωB97M-V functional and the def2-TZVPD basis",
  "symbols": ["C", "N", "C", "C", "C", "O", "O", "H", "H", "H", "H", "H", "H", "H"],
  "coordinates": [[-1.258, 0.215, -0.849], [-0.007, -0.001, -0.414], [1.069, -0.235, -1.356], [0.353, 0.378, 0.961], [-0.594, -0.406, 1.899], [-0.493, -1.589, 2.004], [-2.230, 0.576, -0.216], [-1.367, 0.307, -1.942], [1.856, -0.787, -0.837], [1.513, 0.667, -1.793], [0.768, -0.849, -2.198], [1.376, 0.082, 1.180], [0.304, 1.464, 1.038], [-1.289, 0.179, 2.522]],
  "forces_ev_per_angstrom": [[-0.67, 1.71, -1.08], [0.71, -0.12, 0.17], [0.59, -0.19, -0.09], [-0.91, -0.38, -0.50], [0.59, 1.12, 0.40], [-0.10, -0.64, -0.09], [0.32, -0.49, 1.12], [0.45, -0.89, -0.24], [-0.05, 0.08, -0.12], [-0.13, 0.15, 0.31], [-0.38, -0.15, 0.01], [-0.01, -0.25, -0.12], [-0.31, 0.06, 0.36], [-0.09, -0.01, -0.14]],
  "lowdin_charge": [-0.34, -0.15, -0.05, -0.09, -0.25, 0.07, 0.03, 0.14, 0.09, 0.09, 0.09, 0.12, 0.12, 0.12],
  "relative_energy_ev": 1.5223,
  "smiles": "CN(C=O)CC=O",
  "spin_multiplicity": 1,
  "e_homo_ev": -9.7
}


{
  "formula": "C17H30BrCaN9O5S",
  "method": "the ωB97M-V functional and the def2-TZVPD basis",
  "symbols": ["Ca", "C", "C", "C", "C", "C", "Br", "N", "C", "H", "H", "H", "H", "H", "H", "C", "N", "C", "C", "N", "N", "C", "N", "N", "H", "H", "H", "H", "H", "H", "H", "H", "H", "H", "H", "O", "S", "O", "O", "O", "C", "C", "N", "C", "N", "C", "C", "C", "N", "C", "H", "H", "H", "H", "H", "H", "H", "H", "H", "H", "H", "H", "H", "O"],
  "coordinates": [[0.095, 0.050, -1.311], [-4.538, -0.711, -5.025], [-3.049, -0.926, -5.057], [-2.374, -1.285, -6.213], [-1.002, -1.469, -6.180], [-0.355, -1.264, -4.970], [1.510, -1.545, -4.866], [-0.971, -0.916, -3.854], [-2.299, -0.761, -3.896], [-4.998, -0.992, -5.975], [-4.777, 0.335, -4.828], [-4.999, -1.300, -4.230], [-2.918, -1.433, -7.141], [-0.441, -1.764, -7.054], [-2.726, -0.529, -2.911], [4.307, 1.221, 1.324], [3.675, 0.020, 1.851], [4.664, -1.015, 2.100], [2.520, -0.395, 1.124], [2.081, 0.179, 0.087], [1.888, -1.476, 1.690], [0.812, -2.246, 1.075], [0.628, -3.393, 1.997], [0.173, -2.019, 0.056], [5.048, 1.566, 2.049], [3.577, 2.010, 1.154], [4.806, 1.042, 0.362], [5.402, -0.642, 2.815], [5.197, -1.303, 1.180], [4.206, -1.909, 2.516], [2.651, 0.935, -0.299], [2.048, -1.634, 2.670], [1.482, -3.946, 2.019], [-0.084, -3.956, 1.546], [-1.898, -1.655, -0.860], [2.607, 2.719, -1.238], [1.909, 2.220, -2.457], [2.210, 3.051, -3.621], [2.290, 0.789, -2.666], [0.423, 2.190, -2.182], [-2.920, -0.347, 3.697], [-2.608, -1.032, 2.378], [-2.286, -0.020, 1.409], [-1.364, 0.938, 1.688], [-0.755, 1.517, 0.710], [-0.001, 2.715, 1.024], [0.819, 2.532, 2.291], [-0.076, 2.121, 3.449], [-1.211, 1.310, 3.030], [-1.702, 0.462, 4.099], [-3.145, -1.071, 4.486], [-3.784, 0.310, 3.567], [-3.471, -1.590, 2.008], [-1.789, -1.755, 2.519], [-2.314, -0.287, 0.363], [-0.689, 3.568, 1.154], [0.652, 2.943, 0.182], [1.360, 3.447, 2.549], [1.553, 1.751, 2.102], [-0.461, 3.005, 3.978], [0.510, 1.549, 4.183], [-1.923, 1.101, 4.963], [-0.905, -0.233, 4.416], [-2.275, -0.777, -1.027]],
  "forces_ev_per_angstrom": [[-0.47, -0.09, 0.23], [0.00, 0.00, 0.00], [-0.05, 0.01, 0.02], [0.00, 0.00, 0.01], [0.06, 0.02, 0.00], [-0.18, -0.03, 0.14], [0.06, 0.01, -0.02], [0.20, -0.09, -0.25], [0.12, 0.15, 0.20], [0.00, 0.00, 0.00], [0.00, 0.00, -0.01], [0.00, 0.00, 0.00], [0.00, 0.01, 0.01], [0.00, 0.01, -0.01], [0.00, -0.08, -0.09], [0.00, 0.01, -0.04], [0.02, 0.00, 0.00], [0.01, 0.00, 0.00], [-0.07, -0.04, 0.01], [0.13, 0.06, 0.07], [0.09, -0.03, -0.02], [-0.04, 0.03, 0.04], [0.00, 0.01, -0.03], [0.08, -0.09, -0.06], [0.00, 0.01, 0.01], [-0.01, -0.01, 0.02], [0.00, 0.00, 0.01], [0.00, 0.00, 0.00], [0.00, 0.00, 0.00], [-0.02, 0.00, -0.01], [0.01, 0.00, -0.03], [-0.01, 0.01, 0.01], [0.00, 0.00, 0.01], [-0.01, 0.00, 0.01], [-0.05, 0.16, -0.01], [0.01, 0.02, -0.02], [0.02, 0.06, 0.04], [-0.02, -0.02, -0.03], [-0.19, -0.18, -0.10], [0.07, 0.14, 0.01], [0.01, -0.04, 0.02], [0.01, 0.07, -0.03], [0.06, 0.28, 0.48], [-0.12, -0.14, 0.05], [0.07, 0.13, -0.06], [0.00, -0.05, 0.01], [-0.02, 0.01, 0.01], [-0.01, 0.02, 0.00], [0.05, -0.02, 0.02], [0.01, 0.02, -0.02], [-0.01, 0.00, 0.01], [0.00, 0.00, -0.01], [0.00, -0.01, 0.00], [0.01, -0.01, 0.00], [-0.05, -0.24, -0.21], [0.00, 0.01, -0.01], [-0.01, 0.03, -0.02], [0.02, -0.01, 0.01], [0.01, -0.03, 0.00], [0.00, 0.01, -0.02], [-0.01, 0.01, 0.01], [-0.01, 0.00, 0.01], [0.00, 0.01, 0.02], [0.23, -0.10, -0.41]],
  "lowdin_charge": [1.28, -0.06, -0.26, -0.06, -0.13, -0.74, 0.77, 0.05, -0.07, 0.06, 0.08, 0.08, 0.10, 0.08, 0.08, -0.09, -0.18, -0.11, -0.47, 0.09, 0.09, -0.65, 0.01, -0.03, 0.08, 0.07, 0.10, 0.07, 0.09, 0.06, 0.01, 0.10, 0.03, 0.04, -0.08, -0.44, 0.21, -0.41, -0.52, -0.55, -0.19, -0.22, 0.04, -0.39, 0.02, -0.22, -0.17, -0.18, -0.04, -0.20, 0.10, 0.11, 0.11, 0.10, 0.02, 0.11, 0.07, 0.11, 0.08, 0.11, 0.11, 0.11, 0.12, -0.48],
  "relative_energy_ev": 0.1372,
  "spin_multiplicity": 1,
  "charge": -2,
  "e_homo_ev": -1.4
}